The following is a quantum chemistry calculation of a molecular structure, C35H42Cl5N5O2PRbS2, from the Open Molecules 2025 dataset.

Values from the calculation:
Total charge: -2
E_HOMO, eV: -2.21
Energy relative to the best compared isomer or geometry (same formula, charge and spin), kJ/mol: 0.00
E_LUMO, eV: 3.9
Energy, eV: -142751.675
Orbital gap, eV: 6.080

Atoms and positions in Å:
Rb  1.8313  0.1114  -0.3977
C  -2.1429  -3.2006  1.0624
C  -1.9196  -1.8274  1.6469
C  -0.8240  -1.5819  2.4747
C  -0.5968  -0.3155  2.9956
C  -1.4624  0.7304  2.7011
C  -2.5616  0.4945  1.8883
C  -2.7850  -0.7746  1.3658
H  -2.6549  -3.8503  1.7786
H  -1.1923  -3.6713  0.8064
H  -2.7545  -3.1465  0.1604
H  -0.1207  -2.3822  2.6749
H  0.2784  -0.1309  3.6069
H  -1.2498  1.7307  3.0621
H  -3.2261  1.3103  1.6269
H  -3.6258  -0.9409  0.7000
Cl  3.1032  1.1570  -3.3968
C  1.4684  1.0210  -4.0674
C  0.4732  0.5509  -3.2333
C  -0.7729  0.4903  -3.8223
Cl  -2.1292  -0.0803  -2.8338
C  -1.0456  0.8588  -5.1378
Cl  -2.6509  0.7670  -5.8060
C  0.0006  1.3194  -5.9364
Cl  -0.2878  1.7865  -7.5811
C  1.2817  1.4022  -5.3940
Cl  2.5956  1.9779  -6.3799
N  1.5335  2.4187  0.8612
P  1.1775  3.8731  1.0135
N  1.8462  4.9933  -0.1187
C  2.0281  4.4642  -1.4777
C  3.3162  4.9882  -2.0955
C  3.2406  6.5183  -2.2543
C  2.3613  7.1398  -1.1526
C  2.4274  6.3007  0.1181
N  -0.4977  4.2186  0.9166
C  -1.2541  3.2777  0.0738
C  -2.7114  3.7069  0.0109
C  -2.8459  5.0685  -0.6981
C  -1.5901  5.9304  -0.4687
C  -0.9692  5.5968  0.8841
N  1.5433  4.7390  2.4899
C  2.9795  4.5725  2.8517
C  3.1871  4.4422  4.3558
C  2.4664  3.2130  4.9200
C  1.0754  3.0545  4.2749
C  0.6480  4.3592  3.5990
H  1.1899  4.7465  -2.1376
H  2.0346  3.3770  -1.4202
H  3.4894  4.5036  -3.0583
H  4.1476  4.7126  -1.4403
H  2.8288  6.7678  -3.2363
H  4.2452  6.9504  -2.2154
H  1.3181  7.1867  -1.4806
H  2.6793  8.1641  -0.9374
H  1.9012  6.7957  0.9353
H  3.4867  6.2455  0.4214
H  -1.1461  2.2796  0.4871
H  -0.8565  3.2245  -0.9510
H  -3.0962  3.7735  1.0345
H  -3.2990  2.9472  -0.5087
H  -3.7325  5.5938  -0.3279
H  -2.9929  4.9113  -1.7694
H  -1.8315  6.9953  -0.5368
H  -0.8411  5.7177  -1.2384
H  -1.7226  5.7665  1.6704
H  -0.1349  6.2580  1.1096
H  3.5499  5.4291  2.4932
H  3.3886  3.6789  2.3649
H  2.8223  5.3490  4.8491
H  4.2594  4.3840  4.5607
H  2.3835  3.3102  6.0066
H  3.0669  2.3218  4.7251
H  0.3317  2.7464  5.0164
H  1.1087  2.2978  3.4855
H  0.6088  5.1739  4.3332
H  -0.3555  4.2506  3.1891
O  6.6851  -3.4783  0.6515
S  5.6646  -3.8642  -0.2903
O  6.0198  -3.8430  -1.6858
N  4.2713  -3.0657  -0.0087
C  3.3081  -3.8653  0.4131
S  1.7476  -3.3924  0.8305
C  3.7308  -5.3137  0.4996
C  2.9758  -6.4132  0.8697
C  3.5778  -7.6648  0.8561
C  4.9107  -7.8150  0.4772
C  5.6672  -6.7105  0.1060
C  5.0498  -5.4761  0.1329
H  1.9423  -6.2692  1.1578
H  3.0069  -8.5409  1.1398
H  5.3610  -8.8004  0.4660
H  6.7042  -6.8135  -0.1903